No. 1
109
Properties=species:S:1:pos:R:3:forces:R:3 method="wB97M-V/def2-TZVPD" gap_ha=0.292
C -7.2487 -14.0065 -6.4094 1.42 -3.56 -0.57
C -8.4479 -13.2607 -5.9035 1.24 -10.28 3.43
O -8.3003 -13.1195 -4.5562 2.57 1.30 1.95
H -6.2183 -13.6395 -6.1820 -0.84 0.47 -0.34
H -7.3359 -14.2857 -7.4836 0.26 0.65 0.38
H -7.2031 -15.0822 -5.9406 -0.31 1.90 -0.47
H -9.2347 -14.0487 -6.0429 -0.10 0.98 -0.10
H -8.6137 -12.5479 -6.4549 -2.01 8.31 -5.06
H -7.2898 -13.0937 -4.4814 -2.25 0.18 0.74
C -15.1522 -17.1158 -11.6771 2.46 1.39 2.76
S -16.2664 -16.6150 -12.9768 1.52 1.16 -1.31
O -15.3074 -16.0595 -14.0366 -1.41 -0.76 1.19
C -16.7583 -18.2617 -13.4835 -0.17 -1.42 3.34
H -14.5180 -16.2578 -11.2115 -1.54 -0.31 -1.56
H -14.2679 -17.7337 -11.8888 -0.94 -0.46 -0.96
H -15.5384 -17.4222 -10.6975 -0.89 -0.52 -0.61
H -15.8304 -18.7700 -13.7316 -0.22 -0.26 -0.49
H -17.5952 -18.3766 -14.1354 -0.08 0.54 -1.02
H -17.1869 -18.7602 -12.5036 1.01 0.90 -1.56
C -6.8505 -13.9981 -12.4385 1.69 -1.96 3.18
S -8.0564 -15.2147 -12.7805 -0.86 2.34 0.29
O -9.3536 -14.4300 -12.5471 0.39 -0.74 -0.32
C -7.8306 -15.2311 -14.5367 6.31 4.16 0.06
H -5.8673 -14.3348 -12.7547 0.20 -0.30 0.13
H -6.8739 -13.9553 -11.3060 0.36 0.05 -1.08
H -6.9459 -13.0337 -12.7553 -1.05 2.53 -1.38
H -8.4071 -15.9647 -14.7550 -4.61 -4.04 -2.80
H -6.8165 -15.5263 -15.0008 -0.90 -0.38 1.72
H -7.7498 -14.2179 -14.9780 -1.76 -0.40 0.23
C -11.6741 -22.1567 -9.7823 0.77 2.65 -3.52
S -10.8059 -20.6130 -10.1364 2.92 0.15 2.25
O -9.3379 -20.8466 -9.5344 -3.41 0.23 -1.20
C -10.4733 -20.7547 -11.8230 1.11 -1.58 -3.20
H -12.0782 -22.2165 -8.8964 -1.32 -0.05 5.05
H -10.9425 -22.7915 -9.9733 3.34 -3.41 -0.18
H -12.4242 -22.4289 -10.4376 -1.69 0.01 -1.93
H -9.8321 -21.7012 -12.0613 -0.52 1.98 0.62
H -10.0799 -19.7800 -12.1844 0.89 -0.85 1.02
H -11.2339 -20.8306 -12.6087 -1.05 -0.38 0.81
C -11.8696 -16.3393 -10.8157 0.01 -2.33 -3.14
S -11.1245 -16.9998 -9.3843 1.92 -1.85 0.17
O -9.9781 -18.0169 -9.7927 -2.62 2.69 0.26
C -10.1573 -15.5048 -9.0571 -3.67 0.88 6.14
H -12.3650 -15.4263 -10.6274 -1.77 0.50 0.66
H -12.3372 -17.1775 -11.5567 0.80 2.20 2.17
H -11.0910 -15.8856 -11.3766 1.34 -0.06 -1.04
H -9.7844 -15.5873 -7.9605 -0.25 -0.06 -2.02
H -10.6858 -14.5307 -8.9940 -0.07 -0.68 -0.75
H -9.4459 -15.5836 -9.7212 3.63 0.28 -3.46
C -13.8173 -19.7390 -10.1180 -4.32 -3.83 0.13
S -13.5560 -20.2180 -8.4414 -1.72 -0.22 -0.37
O -12.2417 -19.8417 -8.0090 2.86 0.39 1.16
C -14.5607 -19.0422 -7.6938 -1.15 -2.44 4.77
H -13.6981 -20.6690 -10.6975 -0.04 0.54 -0.08
H -13.3488 -19.0066 -10.5654 3.38 3.75 -1.57
H -14.8823 -19.4040 -10.2646 0.68 -0.88 0.47
H -15.5289 -19.0271 -8.0984 -1.91 -1.16 -0.10
H -14.4206 -18.0325 -7.7626 2.02 2.68 -0.10
H -14.4999 -19.4253 -6.4738 -0.59 1.45 -3.51
C -7.0439 -17.0171 -9.9571 -3.03 0.72 0.77
S -7.5359 -18.3784 -11.0619 -2.02 0.61 -1.72
O -7.7544 -17.7050 -12.4637 0.93 -2.21 2.18
C -5.9862 -19.2362 -11.1217 0.38 1.87 -1.23
H -6.3218 -16.4818 -10.5227 1.16 0.56 0.20
H -6.8570 -17.4129 -8.9518 0.84 0.03 -0.45
H -7.9640 -16.2930 -9.7161 2.16 -1.96 -1.16
H -5.7439 -19.6631 -10.2135 0.25 -0.77 2.20
H -5.2608 -18.4720 -11.3630 0.58 0.00 -0.23
H -5.9616 -20.0114 -11.8478 -0.43 -0.46 -0.83
C -7.8602 -19.3488 -7.0142 1.67 -3.62 3.13
S -9.5297 -19.5858 -6.6174 -1.39 -0.88 1.85
O -9.5996 -19.8617 -5.1135 0.14 0.46 -1.56
C -9.9847 -17.8991 -6.8533 3.65 3.23 1.80
H -7.7672 -19.1453 -7.9803 0.03 1.23 -4.31
H -7.4264 -20.4563 -6.9975 -0.50 2.39 0.59
H -7.3608 -18.6154 -6.3879 0.14 -0.24 0.30
H -10.9669 -17.6772 -6.9486 -3.31 -0.28 -0.69
H -9.4233 -17.3540 -7.6693 -0.42 -1.46 1.03
H -9.7796 -17.2419 -5.9084 0.32 -1.51 -1.07
C -9.0298 -19.7438 -15.2003 0.53 -0.45 1.72
S -10.6136 -19.0937 -15.5715 -1.47 -1.65 -2.15
O -11.4684 -20.3796 -15.5030 0.52 1.92 0.35
C -10.9599 -18.2020 -14.0596 -3.49 2.47 -3.30
H -8.4450 -18.8606 -14.9568 0.88 -0.23 -0.35
H -8.6830 -20.4694 -15.9496 -0.10 0.94 -0.24
H -9.0807 -20.3612 -14.2794 -0.19 0.46 -0.24
H -10.9236 -19.0131 -13.5301 -1.16 -4.33 3.70
H -11.9305 -17.5907 -14.0446 0.97 -1.74 -0.60
H -10.3610 -17.5964 -13.5384 3.54 2.66 0.96
C -12.4095 -14.1154 -17.4499 -0.50 4.56 8.28
S -12.7332 -15.5025 -16.4245 -0.43 -1.61 -0.53
O -11.7584 -16.6323 -16.6898 -0.48 1.32 0.18
C -12.1818 -14.7610 -14.9395 -0.56 -1.75 2.64
H -11.4464 -13.5400 -17.3499 -0.79 -0.49 1.01
H -13.3229 -13.4166 -17.3500 1.48 -0.85 0.30
H -12.3607 -14.2559 -18.3505 -0.07 -2.80 -9.95
H -11.1567 -14.6362 -15.0442 2.06 0.80 -0.36
H -12.2017 -15.5700 -14.1367 -0.48 0.91 -1.02
H -12.6745 -13.8997 -14.5089 -0.34 0.22 -0.48
C -9.3167 -11.6655 -10.4363 1.05 1.17 -0.30
S -10.8648 -12.1925 -11.1904 -1.05 4.98 1.13
O -11.7914 -11.3122 -10.2833 0.71 -2.17 -1.28
C -10.7002 -11.0495 -12.7290 5.45 -2.04 0.77
H -8.4230 -12.2073 -10.7616 -0.10 0.51 -0.64
H -9.3392 -11.8854 -9.4030 -0.69 -0.64 1.27
H -9.2732 -10.5151 -10.4056 0.05 -1.82 -0.70
H -11.6291 -10.9334 -13.0540 -4.11 0.30 -1.45
H -10.1092 -11.7690 -13.4047 -0.82 1.36 0.50
H -10.1987 -10.0156 -12.6803 -0.54 -1.83 0.72

---

No. 2
110
Properties=species:S:1:pos:R:3:forces:R:3 method="wB97M-V/def2-TZVPD" gap_ha=0.277
C -1.1963 -4.1142 -3.3092 -0.61 0.52 0.55
S -1.3352 -5.4905 -2.1944 0.47 0.17 0.09
O -1.9730 -6.5676 -2.9739 -0.52 -0.67 -0.30
C 0.4342 -5.8996 -2.1359 -0.61 0.16 0.91
H -0.6812 -3.2851 -2.8178 0.33 -0.28 -0.26
H -2.2122 -3.7555 -3.4931 0.05 -0.16 -0.14
H -0.7576 -4.4707 -4.2346 0.18 0.16 -0.07
H 0.4634 -6.9761 -1.9898 0.09 -0.07 -0.27
H 0.7981 -5.4320 -1.2191 0.30 0.10 -0.26
H 0.9422 -5.5441 -3.0215 0.21 -0.12 -0.12
C -4.4665 3.6373 0.8994 -0.80 -0.49 0.67
S -3.1088 4.3927 1.7933 -0.51 0.86 -0.28
O -2.0889 3.3486 1.9180 0.83 -1.04 0.36
C -2.6039 5.4243 0.4329 -0.30 0.06 -0.50
H -4.9733 3.0090 1.6415 0.09 -0.01 -0.13
H -4.1090 2.9830 0.1071 0.21 0.19 -0.16
H -5.2092 4.3608 0.5619 0.22 0.11 -0.13
H -2.4255 4.7741 -0.4252 0.10 -0.01 0.02
H -1.7072 5.9894 0.6615 0.01 0.06 0.22
H -3.4580 6.0669 0.2099 0.21 0.23 -0.02
C -4.2318 -1.8046 -0.7177 -0.29 -0.20 0.04
S -4.2106 -0.0684 -1.1448 -0.44 0.42 1.07
O -3.4411 0.1448 -2.3715 0.65 -0.11 -1.01
C -5.9402 0.0865 -1.6044 0.01 0.24 0.46
H -4.7008 -2.4164 -1.4889 0.17 0.05 -0.14
H -4.8161 -1.8964 0.2013 0.11 0.00 0.03
H -3.2050 -2.1122 -0.5392 0.03 -0.06 0.01
H -6.5035 0.3957 -0.7226 -0.08 -0.22 0.00
H -6.3159 -0.8406 -2.0218 -0.14 0.04 -0.23
H -5.9498 0.9179 -2.3041 -0.09 -0.12 -0.22
C 3.7267 -1.8696 -1.1905 0.19 -0.06 -0.41
S 2.6188 -3.2698 -0.9510 1.02 -0.22 0.37
O 1.2785 -2.8082 -1.3662 -0.85 0.18 -0.38
C 2.6375 -3.2843 0.8430 -0.06 0.52 -0.15
H 4.1878 -1.9928 -2.1729 -0.15 0.13 -0.02
H 4.5346 -1.8445 -0.4626 -0.11 -0.03 0.18
H 3.1174 -0.9649 -1.1634 0.04 0.07 0.15
H 3.6475 -3.5131 1.1790 -0.09 -0.32 0.07
H 1.8897 -4.0138 1.1364 0.20 -0.20 0.21
H 2.3487 -2.3050 1.2306 -0.10 0.02 -0.11
C 0.9627 -1.1188 -6.7872 0.03 -0.35 -0.62
S 0.8666 -1.2610 -5.0213 0.26 0.40 0.27
O -0.4926 -1.7082 -4.6524 -0.49 0.08 -0.13
C 1.9049 -2.6992 -4.9175 0.25 -0.27 0.69
H 2.0192 -1.1544 -7.0585 -0.04 0.31 -0.06
H 0.4767 -0.2147 -7.1391 0.09 0.16 0.09
H 0.4740 -1.9837 -7.2441 -0.07 0.01 0.16
H 2.9528 -2.4004 -4.9618 0.00 -0.08 -0.36
H 1.6083 -3.4318 -5.6636 0.16 -0.06 -0.10
H 1.7376 -3.0993 -3.9139 -0.11 0.00 -0.06
C -1.7144 1.2855 4.6208 -0.71 0.64 -0.30
S -0.9142 1.0084 6.1917 -0.09 -0.47 -0.18
O -0.0002 2.1500 6.4096 0.43 0.29 0.08
C -2.3481 1.3447 7.2128 0.04 -0.15 0.37
H -1.1673 0.8293 3.8031 0.08 -0.13 0.07
H -1.7879 2.3668 4.4667 0.30 -0.04 0.00
H -2.7519 0.9429 4.6465 0.23 -0.40 -0.08
H -2.4401 2.4260 7.2897 -0.14 0.05 -0.11
H -2.1210 0.9317 8.1941 -0.07 0.09 0.08
H -3.2402 0.8639 6.8183 -0.03 0.05 0.01
C 0.3782 2.6070 -4.1397 -0.61 -0.15 0.06
S 2.1208 2.5843 -4.4964 0.10 -0.07 -0.10
O 2.6332 3.9753 -4.4328 0.01 0.12 -0.05
C 2.5558 1.8146 -2.9412 0.36 -0.13 -0.41
H -0.1268 3.2747 -4.8342 0.07 0.03 -0.04
H 0.1935 2.9120 -3.1092 0.06 0.15 -0.02
H 0.0027 1.5884 -4.2754 -0.02 0.06 -0.02
H 1.9158 0.9657 -2.7373 -0.03 -0.09 -0.04
H 2.4303 2.5615 -2.1653 0.11 0.04 0.13
H 3.5880 1.4867 -3.0587 0.07 0.08 0.31
C 1.6983 4.2843 3.6942 -0.87 0.12 0.06
S 1.1585 5.1114 2.1887 0.13 -0.36 -0.10
O 2.1331 6.1816 1.8514 0.12 0.43 0.08
C 1.6272 3.7585 1.0977 0.32 0.14 0.41
H 2.5751 3.6786 3.4953 -0.07 0.27 0.29
H 0.8494 3.6785 4.0248 0.09 -0.14 -0.01
H 1.8303 5.0601 4.4437 0.26 0.04 0.01
H 1.1887 2.8134 1.4130 -0.31 0.16 -0.34
H 2.7085 3.6617 1.2220 -0.17 0.25 -0.05
H 1.4047 4.0868 0.0878 -0.25 -0.33 -0.13
C -1.3456 -3.7197 1.5012 0.16 -0.02 -0.18
S -0.2784 -3.2229 2.8634 0.18 -0.53 0.23
O -0.4244 -1.7651 3.0154 -0.12 0.94 -0.02
C -1.2232 -3.9512 4.2062 -0.12 -0.32 -0.37
H -0.8961 -4.5520 0.9614 -0.11 -0.13 0.07
H -1.3442 -2.8597 0.8319 -0.04 0.02 0.01
H -2.3468 -3.9613 1.8458 -0.10 0.03 -0.09
H -0.8167 -3.5574 5.1319 0.06 -0.06 0.07
H -1.1152 -5.0356 4.1397 0.04 0.02 0.17
H -2.2745 -3.6901 4.0939 0.01 0.15 0.09
C -0.3758 -0.2039 -1.6614 -0.29 -0.56 -1.09
S 0.4445 0.0111 -0.1216 0.20 -0.30 0.77
O 1.5156 1.0361 -0.3068 0.22 0.01 -0.23
C -0.8882 0.8381 0.7084 -0.73 -0.19 -0.48
H -1.0763 -1.0405 -1.6168 -0.08 0.10 0.27
H 0.3437 -0.5401 -2.4093 0.18 0.11 0.22
H -0.9078 0.6659 -2.0408 0.04 0.17 0.24
H -1.6787 0.1000 0.8646 0.02 -0.03 0.14
H -1.2781 1.6030 0.0374 0.10 0.23 0.24
H -0.5877 1.2522 1.6597 0.20 0.06 0.06
C 4.2276 1.1815 1.0375 -0.68 -0.10 -1.36
S 5.1488 2.2108 2.1075 1.13 -0.06 0.02
O 4.1887 3.0171 2.8770 -0.18 0.26 0.37
C 5.6876 0.9422 3.2242 0.30 -0.77 0.35
H 3.5282 1.8698 0.5586 -0.02 -0.19 -0.05
H 3.6293 0.3795 1.4687 0.13 0.09 0.37
H 4.8607 0.8026 0.2312 0.13 -0.09 0.18
H 6.4105 0.2567 2.7707 -0.04 0.22 -0.17
H 4.8205 0.3587 3.5401 -0.02 0.17 0.12
H 6.1569 1.4203 4.0786 -0.02 0.08 0.07

---

No. 3
116
Properties=species:S:1:pos:R:3:forces:R:3 method="wB97M-V/def2-TZVPD" smiles="NC(N)=O.NC(N)=O.NC(N)=O.NC(N)=O.NC(N)=O.NC(N)=O.NC(N)=O.CC(C)O.CC(C)O.CC(C)O.CC(C)O.CC(C)O" gap_ha=0.338
N 2.6763 3.7954 5.5604 1.33 -5.06 2.24
C 2.4683 4.9593 5.0857 -1.07 1.91 -1.20
N 3.4938 5.7609 5.2226 2.92 2.04 0.53
O 1.4618 5.2991 4.5587 -3.41 1.07 -1.81
H 2.0298 3.0319 5.4217 0.27 0.29 0.21
H 3.5598 3.6982 6.0400 -0.56 -1.03 0.05
H 3.4206 6.7083 4.8802 0.31 -0.36 0.23
H 4.3251 5.3335 5.6051 0.19 1.10 -0.27
N 5.7437 -3.7036 -3.3453 5.34 -0.27 2.87
C 4.7926 -4.2488 -4.0253 1.51 -4.51 -6.30
N 3.7379 -3.5750 -3.8799 -6.64 3.00 1.23
O 4.9797 -5.1361 -4.9346 -0.47 1.68 2.78
H 5.6100 -3.0934 -2.5516 -0.16 -0.14 -0.23
H 6.4712 -4.3924 -3.2176 0.56 0.47 0.12
H 3.7143 -3.0266 -3.0321 -0.61 0.15 -0.41
H 2.8503 -3.7213 -4.3392 0.47 -0.35 -0.06
N 6.1746 3.2900 0.4480 -3.46 0.91 4.34
C 6.8982 2.9263 -0.5348 -0.28 -2.67 -3.10
N 7.9543 3.6380 -0.6586 4.12 2.09 -0.97
O 6.6195 2.0288 -1.2967 -0.64 -1.32 -1.30
H 6.7560 3.6368 1.1976 -1.11 -0.11 0.65
H 5.4106 2.6427 0.5806 0.03 0.26 0.83
H 8.1243 4.3447 0.0427 0.68 0.15 -0.97
H 8.4448 3.4307 -1.5168 0.64 0.66 0.51
N -4.3435 -1.6874 3.9882 -3.60 2.31 -5.55
C -3.7239 -1.9640 5.0692 0.60 -0.89 -0.39
N -3.5183 -3.2150 5.2090 0.43 -6.23 0.13
O -3.3611 -1.1632 5.8093 2.38 5.68 5.28
H -4.3638 -2.2856 3.1746 -0.02 0.28 0.27
H -4.5338 -0.7044 3.8553 -0.03 -0.26 -0.22
H -4.0309 -3.7300 4.5075 0.72 -1.02 0.63
H -2.7720 -3.6020 5.7687 -0.48 0.12 -0.15
N 4.1000 -1.7980 6.9766 0.19 -0.93 -2.28
C 3.3523 -1.6996 8.0743 5.43 3.69 3.41
N 2.1468 -2.1126 8.0103 -3.65 -1.50 -0.44
O 3.8928 -1.1373 9.0621 -1.35 -0.99 -0.47
H 5.0705 -1.5236 7.0305 -0.50 0.11 -0.11
H 3.5747 -1.8042 6.1139 0.79 -0.01 -0.28
H 1.5435 -1.9212 8.7973 -0.07 -0.40 -0.39
H 1.9621 -2.7307 7.2331 -0.87 0.06 0.52
N 0.6208 0.7329 0.7595 0.72 6.39 -0.03
C 0.7182 -0.5184 1.0313 2.95 1.71 2.61
N -0.0515 -1.1569 0.2877 -4.05 -6.08 -3.64
O 1.4727 -0.8835 1.8982 0.81 -1.78 1.81
H 0.1175 1.1303 -0.0208 0.06 0.08 0.57
H 0.9916 1.2984 1.5097 0.03 0.53 -0.70
H -0.4235 -0.7099 -0.5380 -0.30 -0.80 0.30
H -0.1519 -2.1317 0.5322 -0.21 -0.02 -0.92
N -1.3015 0.6091 -6.6643 0.08 -3.04 -0.70
C -1.2806 1.6313 -5.7962 -2.60 -2.16 0.55
N -0.9859 2.6681 -6.4880 1.78 4.90 -1.84
O -1.7233 1.6342 -4.6779 0.35 -0.52 2.11
H -1.7570 -0.2648 -6.4432 0.19 0.29 -0.08
H -1.0773 0.8424 -7.6211 -0.06 -0.96 0.30
H -1.1582 2.5258 -7.4730 0.35 1.44 0.31
H -0.9992 3.5578 -6.0100 -0.09 0.02 -0.60
C 3.0860 9.5544 -2.6936 -0.29 -0.52 -0.13
C 2.6592 8.2380 -3.3987 -1.65 0.95 0.83
C 2.5331 7.1068 -2.3738 1.85 0.06 -0.81
O 1.3478 8.4216 -3.9181 -0.49 0.21 -1.25
H 4.1572 9.5863 -2.4944 -0.11 0.00 0.31
H 2.4785 9.6046 -1.7900 0.42 -0.04 0.47
H 2.7967 10.4721 -3.2057 0.20 -0.26 -0.67
H 3.2928 8.0371 -4.2626 0.00 -0.31 0.14
H 2.0827 7.5028 -1.4636 0.14 -0.31 0.05
H 3.5777 6.8141 -2.2686 0.14 -0.23 1.08
H 2.0550 6.1904 -2.7197 -0.39 0.41 -0.25
H 0.7853 8.9099 -3.3126 0.19 0.03 0.23
C 3.5493 -7.1318 4.3119 0.06 0.52 1.19
C 3.7883 -8.2931 5.2692 0.56 0.29 -0.97
C 3.3270 -8.1500 6.7124 0.00 0.77 0.09
O 3.3138 -9.4332 4.6071 -0.89 -1.28 0.57
H 4.2715 -6.4160 4.7044 -0.08 0.74 -0.80
H 2.5474 -6.7043 4.3498 -0.13 -0.02 0.25
H 3.7072 -7.4428 3.2792 0.46 0.08 0.22
H 4.8694 -8.4302 5.2492 0.21 0.02 0.38
H 3.6920 -8.9552 7.3499 -0.18 -0.10 -0.15
H 2.2572 -7.9886 6.8456 -0.35 -0.62 -0.37
H 3.6765 -7.2171 7.1548 0.60 0.06 -0.14
H 2.4479 -9.5841 4.9931 -0.26 -0.44 -0.27
C -0.6124 -7.8182 -5.0344 -1.06 1.37 0.24
C -1.5515 -6.6231 -5.4656 0.23 -1.52 -1.19
C -3.0530 -6.9057 -5.8336 0.73 -1.12 -0.13
O -1.5103 -5.5612 -4.5454 0.11 0.02 0.53
H -0.2358 -8.4492 -5.8394 -0.64 0.08 -0.30
H -1.1218 -8.4205 -4.2821 0.46 -0.04 0.22
H 0.2845 -7.2990 -4.6964 -0.02 -0.26 0.64
H -1.0232 -6.2979 -6.3618 -0.32 0.35 -0.45
H -3.4150 -7.9034 -5.5852 0.47 -0.35 0.16
H -3.1600 -6.8557 -6.9172 -0.29 0.37 0.06
H -3.7846 -6.3004 -5.2984 0.30 0.60 -0.22
H -2.2136 -5.0035 -4.8860 0.06 0.51 0.45
C -6.6465 6.0557 2.0440 1.03 1.70 -0.07
C -5.2133 5.5867 2.0647 2.68 -0.26 -0.44
C -4.3780 5.8399 0.7466 -1.84 -0.15 0.41
O -4.4602 6.1661 3.1764 -1.60 0.32 0.07
H -7.1444 5.8601 1.0943 -0.19 -0.95 0.34
H -6.6086 7.1437 1.9904 -0.10 0.32 0.53
H -7.1101 5.7475 2.9810 -0.48 -0.05 -0.45
H -5.2824 4.5166 2.2598 0.41 -0.31 -0.18
H -3.3093 5.6332 0.8028 -0.17 -0.25 0.27
H -4.5063 6.8604 0.3858 0.04 0.21 0.28
H -4.8591 5.2243 -0.0135 0.35 -0.22 -0.26
H -3.5066 6.0791 3.1075 -0.13 -0.34 -0.50
C -7.8588 0.7175 -3.6181 -1.99 -0.99 2.30
C -7.7646 -0.7989 -3.9100 0.44 3.90 -2.57
C -8.2937 -0.9851 -5.3143 -0.49 -0.37 0.08
O -6.3864 -0.9577 -3.9985 1.93 -2.45 0.70
H -7.1672 1.4437 -4.0454 -0.10 -0.56 -0.74
H -7.6806 0.7365 -2.5429 -0.02 0.62 0.31
H -8.9117 0.9638 -3.7553 0.12 0.77 0.00
H -8.3806 -1.4231 -3.2626 0.78 0.00 0.77
H -9.1689 -0.3514 -5.4576 -0.32 -0.41 -0.07
H -8.5400 -2.0444 -5.3864 -0.03 0.05 -0.91
H -7.5437 -0.6268 -6.0195 -0.02 -0.42 -0.08
H -5.9058 -0.1544 -3.7855 -0.29 -0.14 0.20

---

LUMO level values, unit Eh, following the record order: 0.0015, -0.0023, -0.0042.
E values, unit a.u., following the record order: -5686.47587, -6085.14700, -2548.40637.
Max |F| values, unit eV/A, following the record order: 10.90, 1.53, 8.16.